40
Properties=species:S:1:pos:R:3 method="wB97M-V/def2-TZVPD" total_charge=+2 e_homo_ev=-16.29 gap_ev=9.737 relative_energy_kcal_mol=0.0
Ir -0.154 0.050 -0.082
C -2.841 -1.583 -0.868
C -2.352 -1.031 -2.196
S -0.542 -0.755 -2.180
C -0.392 0.767 -3.147
C -1.165 1.944 -2.575
S -1.110 2.024 -0.742
C -2.886 1.820 -0.306
C -3.073 0.808 0.806
S -2.160 -0.746 0.601
H -3.930 -1.547 -0.805
H -2.538 -2.622 -0.734
H -2.558 -1.745 -2.993
H -2.842 -0.094 -2.449
H 0.681 0.959 -3.154
H -0.701 0.560 -4.172
H -0.735 2.878 -2.934
H -2.213 1.938 -2.868
H -3.248 2.796 0.016
H -3.433 1.541 -1.203
H -2.687 1.188 1.754
H -4.128 0.571 0.951
C 4.049 -0.657 0.702
C 2.944 -0.437 1.735
O 3.558 -0.287 2.990
P 1.749 -1.821 1.716
O 2.604 -3.114 1.698
O 1.009 -1.841 3.107
O 0.799 -1.710 0.534
P 1.894 1.016 1.288
O 2.446 2.284 1.995
O 0.458 0.759 1.814
O 1.738 1.053 -0.237
H 4.620 -1.542 0.975
H 4.728 0.196 0.716
H 3.646 -0.772 -0.302
H 2.932 -0.359 3.723
H 2.190 -3.977 1.846
H 0.329 -1.156 3.209
H 3.315 2.646 1.769

28
Properties=species:S:1:pos:R:3 method="wB97M-V/def2-TZVPD" total_charge=0 e_homo_ev="-6.24 / -5.89" gap_ev="6.857 / 6.655" relative_energy_kcal_mol=118.6
C -0.724 0.551 -0.741
C 0.167 0.176 1.472
C 1.088 -0.562 0.731
C -1.189 1.937 -0.346
C 0.035 0.595 -2.048
C -1.873 -0.426 -0.809
C 2.285 0.123 0.128
C 0.863 -1.983 0.304
N -0.901 -0.297 2.163
H 0.442 1.195 1.710
H 1.662 -0.754 2.305
H -1.155 0.181 3.011
H -1.076 -1.289 2.163
H 0.855 1.315 -2.031
H -2.408 -0.493 0.139
H -1.762 1.925 0.584
H -0.351 2.631 -0.226
H -1.844 2.372 -1.120
H -0.632 0.910 -2.869
H 0.423 -0.383 -2.346
H -1.549 -1.429 -1.097
H -2.612 -0.106 -1.564
H 2.312 -0.024 -0.950
H 2.290 1.193 0.331
H 3.196 -0.308 0.548
H 0.721 -2.028 -0.776
H -0.004 -2.446 0.775
H 1.742 -2.578 0.557

30
Properties=species:S:1:pos:R:3 method="wB97M-V/def2-TZVPD" total_charge=+2 e_homo_ev="-17.64 / -17.68" gap_ev="8.373 / 8.031" relative_energy_kcal_mol=115.6
C -2.892 0.499 0.272
C 1.349 0.040 -0.604
C -3.367 1.835 0.392
C 3.758 -0.509 -0.530
C 0.298 2.378 -0.809
C -1.291 -1.881 -0.521
C -0.541 -1.512 1.801
C 2.316 -1.004 -0.563
N -1.706 0.216 0.568
N 1.364 1.288 -0.707
N -1.053 -1.007 0.578
H -3.572 -0.300 -0.077
H -2.830 2.487 1.111
H -3.340 2.122 -0.669
H -4.490 1.865 0.703
H 4.533 -1.348 -0.825
H 3.718 0.352 -1.239
H 4.188 -0.073 0.494
H -0.076 2.368 -1.853
H 0.849 3.297 -0.373
H -0.525 2.140 -0.177
H -2.224 -2.426 -0.182
H -1.289 -1.241 -1.435
H -0.479 -2.633 -0.587
H 0.226 -0.737 2.040
H -1.196 -1.396 2.633
H -0.013 -2.396 1.649
H 2.064 -1.640 -1.440
H 2.119 -1.747 0.314
H 2.329 1.682 -0.979

30
Properties=species:S:1:pos:R:3 method="wB97M-V/def2-TZVPD" total_charge=+2 e_homo_ev="-14.95 / -15.15" gap_ev="8.184 / 8.166" relative_energy_kcal_mol=72.6
C 14.954 1.230 -1.834
C -11.695 0.347 -0.266
C -12.789 -1.049 1.167
C -10.638 -2.023 -0.099
C -11.666 2.727 -1.051
C 12.862 -1.592 1.073
C 12.827 0.866 1.073
C -11.878 -1.100 -0.104
N -11.696 1.446 -0.606
N 14.241 0.683 -1.014
N 12.451 -0.327 0.571
H 15.484 0.495 -2.367
H 15.056 2.265 -2.270
H -13.211 0.051 1.245
H -13.671 -1.730 1.024
H -12.220 -1.332 2.129
H -10.662 -2.513 -1.066
H -9.729 -1.422 -0.119
H -10.905 -2.737 0.754
H -12.687 3.114 -1.489
H -10.835 2.853 -1.805
H -11.412 3.518 -0.332
H 12.067 -1.948 1.731
H 13.149 -2.302 0.315
H 13.758 -1.418 1.594
H 13.264 0.818 2.152
H 13.714 1.171 0.121
H 12.095 1.628 0.939
H -12.401 -1.388 -1.102
H 12.173 -0.333 -0.363

31
Properties=species:S:1:pos:R:3 method="wB97M-V/def2-TZVPD" total_charge=+1 e_homo_ev="-10.35 / -10.35" gap_ev="5.794 / 5.797" relative_energy_kcal_mol=160.6
C -1.451 -0.261 0.005
C -0.485 0.440 -0.733
C -0.995 -1.072 1.162
C -1.148 0.999 -2.068
C -2.008 -1.534 2.229
C 2.520 -0.268 -1.787
C 2.742 1.506 0.009
C 1.830 0.909 -1.026
N 0.737 0.371 -0.434
N -0.192 -0.134 1.877
N 0.890 -0.525 2.390
N -2.912 -0.163 -0.230
H -0.400 -2.044 1.102
H -1.407 0.144 -2.574
H -0.458 1.431 -2.693
H -2.045 1.642 -1.783
H -2.406 -0.551 2.575
H -1.563 -2.021 3.036
H -2.817 -2.206 1.693
H 1.857 -0.999 -2.006
H 2.957 0.105 -2.762
H 3.309 -0.687 -1.224
H 3.007 0.832 0.793
H 2.186 2.427 0.326
H 3.622 2.005 -0.411
H 1.624 1.552 -1.866
H 1.099 -1.462 2.186
H 1.459 0.069 2.932
H -3.257 -1.121 -0.457
H -3.016 0.514 -1.043
H -3.279 0.101 0.783

36
Properties=species:S:1:pos:R:3 method="wB97M-V/def2-TZVPD" total_charge=+2 e_homo_ev="-14.87 / -13.20" gap_ev="7.556 / 4.516" relative_energy_kcal_mol=97.1
C 0.243 1.050 -0.250
I 1.960 0.636 -1.206
H -0.233 2.018 -0.309
H -0.478 0.205 -0.252
H 0.641 0.943 0.780
Al -0.708 -1.747 2.593
P -0.243 0.698 -3.468
C 0.807 0.771 -4.995
C -1.099 -0.924 -3.671
H -2.424 1.876 -3.140
H -2.100 1.684 -4.857
H -1.132 2.885 -3.955
C -1.620 1.893 -3.895
H -1.932 -1.021 -2.945
H -1.541 -1.089 -4.674
H 0.262 0.511 -5.914
H 1.696 0.140 -4.880
H -0.341 -1.712 -3.492
H 1.176 1.801 -5.065
C 4.825 0.344 0.664
O 5.180 0.886 -0.303
Cl -2.767 -2.237 2.553
C 1.113 -0.068 6.646
N 0.953 -1.420 6.039
C 0.334 -1.676 4.888
S 0.540 -3.038 3.850
N -0.523 -0.666 4.403
C -1.761 -0.439 5.190
H 0.363 0.641 6.229
H 2.168 0.295 6.615
H 0.909 -0.202 7.714
H 1.642 -2.149 6.196
H 0.003 0.221 4.485
H -1.588 0.543 5.669
H -2.557 -0.427 4.433
H -1.788 -1.243 5.921

38
Properties=species:S:1:pos:R:3 method="wB97M-V/def2-TZVPD" total_charge=+3 e_homo_ev="-17.66 / -17.66" gap_ev="3.638 / 3.638" relative_energy_kcal_mol=0.0
Au 0.308 -0.437 -0.747
C 3.248 -0.739 -0.133
O 2.295 -0.161 -1.095
C 2.546 1.253 -1.456
C 1.664 2.134 -0.631
O 0.323 1.733 -0.986
C -0.771 2.600 -0.569
H 4.246 -0.577 -0.534
H 3.048 -1.805 -0.078
H 3.148 -0.263 0.839
H 2.321 1.331 -2.518
H 3.595 1.496 -1.285
H 1.826 3.190 -0.854
H 1.829 1.967 0.433
H -0.478 3.631 -0.763
H -0.977 2.476 0.493
H -1.635 2.336 -1.169
C -4.413 -0.755 -1.175
O -3.410 -1.803 -1.491
C -2.171 -1.610 -1.343
O -1.672 -0.540 -0.839
N -1.373 -2.618 -1.714
N 0.011 -2.380 -1.727
H -5.349 -1.291 -1.081
H -4.455 -0.066 -2.014
H -4.144 -0.245 -0.256
H -1.752 -3.463 -2.133
H 0.358 -2.288 -2.687
H 0.501 -3.160 -1.285
N -0.103 -1.310 2.930
C 0.348 -0.115 2.602
O 0.695 0.221 1.430
C 0.464 0.904 3.688
I -1.451 1.789 3.968
H -0.179 -2.059 2.263
H -0.357 -1.525 3.885
H 1.151 1.691 3.402
H 0.765 0.457 4.632

38
Properties=species:S:1:pos:R:3 method="wB97M-V/def2-TZVPD" total_charge=0 e_homo_ev=-8.67 gap_ev=8.112 relative_energy_kcal_mol=3.3
Ba 0.757 -0.596 -1.043
O 0.489 -2.692 3.092
C 0.448 -2.030 1.903
O 0.840 -0.827 1.862
O 0.159 -2.681 0.878
H 0.340 -3.596 2.785
O -0.033 -1.465 -3.532
C -0.290 -2.805 -3.199
O -0.565 -3.538 -4.143
O -0.115 -3.083 -1.989
H 0.093 -1.511 -4.487
C -0.814 3.296 2.126
C -1.154 2.246 1.094
O 0.018 1.556 0.651
H -0.072 3.995 1.737
H -0.385 2.820 3.012
H -1.690 3.835 2.487
H -1.643 2.654 0.213
H -1.820 1.516 1.569
H 0.311 1.013 1.407
C 3.758 1.064 1.673
C 3.995 1.463 0.230
O 3.056 0.721 -0.608
H 3.801 -0.025 1.746
H 2.786 1.381 2.041
H 4.541 1.458 2.322
H 5.011 1.215 -0.068
H 3.802 2.525 0.088
H 3.587 0.229 -1.243
C -3.638 -1.617 -1.832
C -3.146 -0.252 -1.409
O -1.970 -0.351 -0.583
H -3.018 -2.029 -2.628
H -4.659 -1.614 -2.224
H -3.662 -2.327 -1.003
H -3.905 0.351 -0.901
H -2.901 0.330 -2.301
H -2.310 -0.627 0.275

39
Properties=species:S:1:pos:R:3 method="wB97M-V/def2-TZVPD" total_charge=0 e_homo_ev="-7.91 / -8.55" gap_ev="4.330 / 5.971" multiplicity=4 relative_energy_kcal_mol=210.7
V -0.042 -0.258 -0.126
Br 3.412 -1.619 -1.329
Br -3.431 1.462 0.514
C 1.283 3.120 2.766
O 1.492 2.630 1.449
H 0.416 2.644 3.226
H 2.214 2.926 3.298
H 1.111 4.193 2.682
H 2.246 3.062 1.040
C -0.937 -4.822 -0.681
O -1.352 -3.533 -1.105
H -1.719 -5.521 -0.384
H -0.407 -5.222 -1.546
H -0.179 -4.718 0.095
H -2.039 -3.689 -1.757
C 1.195 3.788 -4.421
O 0.129 3.290 -5.180
C -0.460 2.097 -4.933
O -0.283 1.491 -3.852
O -1.176 1.703 -5.985
C -1.756 2.562 -6.977
H 1.893 2.969 -4.249
H 0.813 4.193 -3.484
H 1.660 4.660 -4.881
H -2.489 1.981 -7.536
H -1.051 2.961 -7.707
H -2.217 3.436 -6.516
C 2.432 -2.828 4.645
O 1.386 -2.263 5.332
C 0.244 -1.963 4.657
O 0.084 -1.842 3.440
O -0.762 -1.769 5.579
C -2.173 -1.580 5.224
H 2.763 -2.154 3.855
H 2.018 -3.717 4.170
H 3.257 -3.099 5.305
H -2.254 -0.647 4.665
H -2.786 -1.541 6.125
H -2.534 -2.383 4.581

40
Properties=species:S:1:pos:R:3 method="wB97M-V/def2-TZVPD" total_charge=0 e_homo_ev="-9.38 / -9.38" gap_ev="7.332 / 7.429" multiplicity=7
Co -2.813 0.922 -1.316
Co -1.190 3.427 -0.423
C -2.197 2.940 -2.610
O -2.211 1.761 -3.119
O -1.169 3.706 -2.593
O -2.902 3.011 -1.493
C -0.579 0.916 -0.128
O 0.249 1.883 -0.345
O -0.918 -0.029 -0.907
O -1.734 1.551 0.282
C 4.460 0.200 0.769
C 3.278 -0.017 -0.140
O 3.014 1.192 -0.863
H 5.164 0.847 0.242
H 5.010 -0.704 1.031
H 4.189 0.715 1.694
H 2.359 -0.372 0.331
H 3.562 -0.724 -0.927
H 2.084 1.440 -0.818
C -0.096 1.095 3.561
C -1.243 0.086 3.607
O -2.416 0.596 2.997
H 0.785 0.683 4.060
H -0.372 1.952 4.182
H 0.142 1.414 2.548
H -1.427 -0.166 4.649
H -0.938 -0.826 3.078
H -2.176 1.012 2.161
C -1.254 -1.712 -4.045
O -0.458 -0.693 -3.522
H -0.949 -1.936 -5.068
H -1.244 -2.648 -3.473
H -2.319 -1.440 -4.166
H -0.687 -0.526 -2.598
C -0.602 -3.596 0.716
O 0.243 -2.474 0.430
H -0.060 -4.488 0.395
H -0.831 -3.650 1.777
H -1.472 -3.541 0.059
H -0.284 -1.805 -0.015

31
Properties=species:S:1:pos:R:3 method="wB97M-V/def2-TZVPD" total_charge=+1 e_homo_ev=-12.74 gap_ev=9.284 relative_energy_kcal_mol=57.5
C -1.691 -1.680 0.526
C 2.933 0.556 2.144
C -1.901 -1.322 -0.816
C 3.351 0.321 0.661
C -0.637 -1.839 -1.762
C 2.300 0.498 -0.430
C 0.323 -0.675 -1.879
C 1.443 -0.764 -0.687
N -2.756 1.029 0.723
N -1.488 -2.102 1.596
P -4.202 1.602 0.452
H 3.901 0.074 2.588
H 1.964 0.138 2.303
H 3.025 1.611 2.386
H -2.939 -1.463 -1.244
H -1.698 -0.212 -0.758
H 4.115 1.059 0.417
H 3.889 -0.586 0.594
H -0.106 -2.742 -1.394
H -1.153 -2.200 -2.737
H 1.682 1.361 -0.123
H 2.710 0.884 -1.313
H 0.880 -0.794 -2.805
H -0.083 0.330 -1.859
H 1.069 -1.132 0.327
H 2.167 -1.517 -0.989
H -2.307 1.562 1.512
H -1.500 -2.557 2.436
H -5.321 1.155 0.990
H -4.239 2.980 0.476
H -4.634 1.296 -0.894

38
Properties=species:S:1:pos:R:3 method="wB97M-V/def2-TZVPD" total_charge=+1 e_homo_ev=-10.97 gap_ev=6.763 relative_energy_kcal_mol=0.0
N -4.600 -5.679 0.791
C -3.374 -5.397 0.343
N -2.228 -6.216 0.151
C -1.195 -5.347 -0.309
N -1.792 -4.069 -0.403
P -1.030 -2.531 -0.963
O -1.244 -2.604 -2.672
O -1.957 -1.219 -0.357
N -3.089 -4.043 -0.020
H -5.355 -4.986 0.827
H -4.794 -6.600 1.188
H -0.125 -5.549 -0.584
H -1.782 -3.400 -2.881
H -2.356 -0.780 -1.148
H -3.777 -3.289 0.019
C 1.531 -0.415 1.025
O 1.828 0.817 0.400
C 1.093 0.993 -0.805
C 1.116 2.454 -1.231
O 0.148 3.247 -0.546
C 0.463 3.571 0.808
C 1.534 4.645 0.929
O 2.827 4.069 0.791
C 3.822 5.047 0.555
H 1.763 -1.250 0.355
H 2.146 -0.499 1.922
H 0.477 -0.446 1.322
H 0.055 0.666 -0.667
H 1.570 0.378 -1.579
H 0.831 2.502 -2.286
H 2.114 2.889 -1.148
H 0.716 2.676 1.380
H -0.464 3.969 1.231
H 1.478 5.107 1.922
H 1.377 5.410 0.161
H 3.630 5.567 -0.389
H 4.786 4.544 0.485
H 3.858 5.767 1.380

Number 1: calculated total energy -2824.24940 hartree. Number 2: calculated total energy -370.78324 hartree. Number 3: calculated total energy -479.64135 hartree. Number 4: calculated total energy -479.70984 hartree. Number 5: calculated total energy -534.78279 hartree. Number 6: calculated total energy -2240.84331 hartree. Number 7: calculated total energy -1289.48450 hartree. Number 8: calculated total energy -1019.62498 hartree. Number 9: calculated total energy -7010.53848 hartree. Number 10: calculated total energy -3834.64101 hartree. Number 11: calculated total energy -767.28628 hartree. Number 12: calculated total energy -1253.08345 hartree.